1.
A structure of composition C56H82BrMnN3OP2SSi3, computed with ωB97M-V with the def2-TZVPD basis set.

Computed properties:
ΔE to the lowest compared entry with this formula, charge and spin, kJ/mol: 0.0
Electronic energy, a.u.: -8097.2747
Kohn-Sham gap (alpha / beta), hartree: 0.215 / 0.249
<S²>: 8.988
2S+1: 6
E_LUMO (alpha / beta), eV: 3.916 / 4.016
Total charge: -2

Positions of all 150 atoms, in Å:
Mn -1.550 0.152 -0.124
C -3.529 -3.606 -0.050
Si -4.026 -2.123 0.978
C -4.524 -2.871 2.640
C -5.575 -1.354 0.236
N -2.769 -0.956 1.186
P -2.675 0.203 2.304
C -1.539 1.281 1.629
P 0.000 1.448 2.408
N 0.943 0.212 2.542
Si 2.448 -0.489 2.689
C 3.723 0.471 3.718
C 3.329 -0.857 1.062
C 2.255 -2.140 3.596
C -0.399 2.100 4.083
C 0.232 1.583 5.206
C -0.033 2.107 6.466
C -0.938 3.147 6.610
C -1.577 3.668 5.488
C -1.304 3.151 4.231
C 0.782 2.973 1.763
C 1.998 3.383 2.302
C 2.602 4.556 1.873
C 1.985 5.335 0.903
C 0.763 4.942 0.376
C 0.163 3.766 0.806
C -4.323 0.972 2.507
C -4.662 1.957 1.585
C -5.935 2.507 1.573
C -6.887 2.077 2.486
C -6.558 1.099 3.417
C -5.283 0.550 3.427
C -2.299 -0.443 3.966
C -1.529 -1.600 4.043
C -1.148 -2.109 5.276
C -1.535 -1.464 6.442
C -2.288 -0.299 6.374
C -2.661 0.213 5.141
H -4.434 -4.151 -0.339
H -2.988 -3.341 -0.957
H -2.907 -4.290 0.531
H -5.385 -3.529 2.478
H -3.715 -3.470 3.065
H -4.810 -2.127 3.382
H -6.211 -2.128 -0.206
H -5.327 -0.633 -0.547
H -6.156 -0.829 0.998
H 4.114 1.334 3.174
H 3.317 0.824 4.670
H 4.570 -0.189 3.935
H 3.022 -0.152 0.284
H 4.414 -0.791 1.193
H 3.101 -1.862 0.696
H 2.100 -1.983 4.668
H 1.383 -2.675 3.211
H 3.132 -2.782 3.469
H 0.910 0.747 5.080
H 0.458 1.689 7.338
H -1.149 3.555 7.592
H -2.287 4.480 5.594
H -1.800 3.550 3.351
H 2.471 2.785 3.072
H 3.553 4.861 2.296
H 2.457 6.249 0.560
H 0.265 5.545 -0.374
H -0.791 3.461 0.402
H -3.919 2.300 0.881
H -6.168 3.278 0.849
H -7.882 2.506 2.479
H -7.294 0.760 4.136
H -5.046 -0.213 4.156
H -1.214 -2.084 3.126
H -0.536 -3.002 5.321
H -1.235 -1.859 7.406
H -2.564 0.226 7.279
H -3.219 1.140 5.094
C 5.285 2.641 -3.452
C 4.537 1.890 -2.340
C 5.576 1.381 -1.332
C 3.659 2.893 -1.580
Si 3.457 0.422 -3.024
Br 0.665 0.815 -1.047
C 4.555 -1.135 -3.425
C 3.738 -2.167 -4.209
C 4.964 -1.818 -2.111
C 5.821 -0.818 -4.232
C 2.363 0.954 -4.535
C 1.754 2.346 -4.313
C 3.155 0.994 -5.852
C 1.176 -0.013 -4.696
H 5.891 3.443 -3.007
H 4.600 3.109 -4.160
H 5.959 1.991 -4.014
H 6.085 2.244 -0.883
H 6.341 0.755 -1.794
H 5.109 0.817 -0.522
H 4.305 3.641 -1.103
H 3.067 2.416 -0.798
H 2.965 3.424 -2.229
H 2.803 -2.409 -3.704
H 4.321 -3.094 -4.300
H 3.492 -1.835 -5.218
H 4.089 -2.106 -1.528
H 5.582 -1.187 -1.476
H 5.536 -2.729 -2.337
H 5.593 -0.321 -5.177
H 6.352 -1.751 -4.467
H 6.514 -0.182 -3.678
H 2.502 3.140 -4.338
H 1.206 2.406 -3.371
H 1.038 2.546 -5.120
H 4.013 1.669 -5.800
H 2.499 1.353 -6.656
H 3.521 0.010 -6.149
H 0.537 -0.002 -3.812
H 1.471 -1.045 -4.878
H 0.569 0.311 -5.551
S -2.664 2.242 -1.620
C -2.952 3.632 -0.741
N -3.169 4.609 -0.146
C -3.945 -0.198 -3.450
C -3.710 -1.643 -3.861
C -4.794 -2.546 -3.263
C -2.326 -2.243 -3.616
C -1.896 -3.113 -4.608
C -0.697 -3.792 -4.517
C 0.055 -3.617 -3.369
C -0.316 -2.774 -2.320
C 0.619 -2.722 -1.099
C 1.628 -3.883 -1.064
C -0.084 -2.728 0.259
C -1.516 -2.004 -2.463
O -1.921 -1.101 -1.599
H -4.928 0.126 -3.807
H -3.196 0.468 -3.878
H -3.909 -0.065 -2.374
H -3.832 -1.671 -4.950
H -4.717 -2.556 -2.176
H -4.695 -3.575 -3.617
H -5.792 -2.178 -3.523
H -2.528 -3.246 -5.482
H -0.357 -4.449 -5.308
H 0.971 -4.180 -3.290
H 1.194 -1.793 -1.164
H 1.116 -4.847 -1.135
H 2.166 -3.856 -0.115
H 2.378 -3.841 -1.853
H -0.789 -3.555 0.334
H -0.621 -1.808 0.472
H 0.657 -2.829 1.056



2.
A cluster of 14 separate species, C56H84O28 in total in a non-equilibrium geometry, computed with ωB97M-V with the def2-TZVPD basis set.

Computed properties:
ΔE to the lowest compared entry with this formula, charge and spin, kJ/mol: 138.3
Electronic energy, a.u.: -4291.0868
Kohn-Sham gap, hartree: 0.374
E_LUMO, eV: 0.333
Total charge: 0

Positions of all 168 atoms, in Å:
O 3.171 1.783 -3.837
C 3.819 2.543 -4.456
O 4.544 3.531 -3.860
C 4.981 4.460 -4.862
C 5.097 3.630 -6.081
C 3.977 2.702 -5.960
H 5.867 5.036 -4.564
H 4.185 5.191 -5.039
H 6.043 3.140 -5.922
H 5.221 4.193 -7.009
H 4.172 1.730 -6.456
H 2.983 3.045 -6.379
O 0.163 -1.063 -2.276
C 0.029 -0.032 -2.902
O 0.172 0.040 -4.239
C -0.127 1.353 -4.764
C -0.764 2.190 -3.550
C -0.239 1.359 -2.369
H -0.790 1.209 -5.641
H 0.795 1.726 -5.128
H -1.846 2.168 -3.707
H -0.422 3.254 -3.604
H -1.042 1.193 -1.626
H 0.728 1.762 -1.922
O 1.404 5.381 2.528
C 0.771 4.806 3.372
O 0.852 5.078 4.724
C 0.122 4.119 5.475
C -0.999 3.772 4.494
C -0.240 3.734 3.184
H -0.325 4.663 6.325
H 0.673 3.233 5.801
H -1.716 4.665 4.484
H -1.592 2.844 4.705
H -0.871 3.899 2.306
H 0.280 2.779 3.035
O -1.522 3.458 -0.011
C -2.681 3.182 0.067
O -3.441 2.854 -0.999
C -4.625 2.229 -0.459
C -4.966 3.002 0.830
C -3.597 3.389 1.288
H -4.328 1.172 -0.294
H -5.446 2.278 -1.153
H -5.615 2.454 1.473
H -5.580 3.816 0.444
H -3.207 2.675 2.043
H -3.527 4.466 1.577
O 1.500 4.848 -4.300
C 1.865 5.117 -3.153
O 1.373 4.466 -2.047
C 1.870 5.066 -0.791
C 2.253 6.527 -1.225
C 2.661 6.344 -2.704
H 2.753 4.561 -0.442
H 1.120 4.909 -0.021
H 3.017 6.954 -0.637
H 1.391 7.243 -1.278
H 3.699 6.160 -2.968
H 2.274 7.128 -3.319
O 5.994 -0.327 -5.177
C 4.856 -0.724 -5.005
O 3.982 -0.703 -6.054
C 2.694 -1.057 -5.558
C 2.920 -1.869 -4.301
C 4.169 -1.284 -3.703
H 2.169 -1.550 -6.315
H 2.259 -0.104 -5.267
H 3.006 -2.939 -4.560
H 2.123 -1.862 -3.586
H 4.934 -1.913 -3.224
H 3.877 -0.392 -3.107
O -5.324 -3.420 2.316
C -4.242 -3.711 2.717
O -4.021 -3.892 3.981
C -2.648 -4.301 4.135
C -1.951 -4.065 2.809
C -3.007 -3.994 1.822
H -2.546 -5.316 4.556
H -2.305 -3.604 4.819
H -1.180 -4.804 2.555
H -1.348 -3.151 2.902
H -3.211 -4.969 1.422
H -2.911 -3.212 1.101
O -5.493 -4.380 -3.395
C -5.444 -3.514 -2.553
O -4.547 -2.542 -2.656
C -4.715 -1.631 -1.549
C -6.122 -1.867 -1.015
C -6.340 -3.310 -1.350
H -4.562 -0.655 -1.944
H -3.931 -1.776 -0.814
H -6.911 -1.186 -1.429
H -6.070 -1.802 0.058
H -7.398 -3.631 -1.486
H -5.875 -3.916 -0.592
O 1.904 -3.296 4.533
C 1.371 -2.381 5.142
O 0.430 -2.517 6.052
C 0.104 -1.219 6.623
C 0.604 -0.171 5.676
C 1.736 -0.911 4.990
H 0.672 -1.223 7.560
H -0.968 -1.419 6.814
H 1.060 0.686 6.216
H -0.160 0.257 5.039
H 2.694 -0.744 5.434
H 1.740 -0.571 3.937
O -2.222 0.464 3.353
C -3.209 -0.058 3.846
O -3.145 -0.997 4.755
C -4.463 -1.192 5.293
C -5.388 -0.720 4.226
C -4.661 0.357 3.579
H -4.567 -0.749 6.274
H -4.714 -2.317 5.481
H -6.384 -0.497 4.607
H -5.489 -1.544 3.465
H -4.803 1.377 3.986
H -4.849 0.332 2.505
O 2.690 1.225 2.918
C 3.322 1.345 1.900
O 3.165 2.404 1.094
C 3.975 2.319 -0.110
C 4.611 0.874 -0.118
C 4.529 0.533 1.381
H 4.655 3.071 -0.194
H 3.219 2.495 -0.919
H 5.643 0.787 -0.569
H 3.965 0.184 -0.697
H 5.383 0.897 1.912
H 4.408 -0.574 1.559
O 3.781 -2.158 0.076
C 3.591 -3.218 0.557
O 4.132 -3.547 1.741
C 3.558 -4.802 2.181
C 2.398 -5.142 1.316
C 2.838 -4.416 -0.035
H 3.390 -4.671 3.283
H 4.404 -5.514 2.041
H 1.393 -4.692 1.568
H 2.403 -6.211 1.264
H 2.008 -4.163 -0.706
H 3.620 -4.998 -0.505
O -0.437 -5.691 -0.895
C -0.750 -5.030 -1.851
O -2.025 -4.822 -2.175
C -2.063 -3.929 -3.382
C -0.779 -4.176 -4.111
C 0.167 -4.392 -2.924
H -2.197 -2.917 -3.028
H -3.001 -4.248 -3.888
H -0.472 -3.439 -4.862
H -0.919 -5.208 -4.538
H 0.483 -3.439 -2.503
H 1.049 -4.999 -3.057
O -2.558 0.345 0.584
C -1.437 -0.122 0.658
O -1.230 -1.499 0.602
C 0.196 -1.808 0.790
C 0.965 -0.466 0.706
C -0.143 0.570 1.075
H 0.373 -2.461 -0.044
H 0.266 -2.242 1.779
H 1.422 -0.402 -0.275
H 1.747 -0.689 1.480
H -0.058 1.503 0.647
H -0.168 0.549 2.136



3.
A cluster of 14 separate species, C56H84O42 in total in a non-equilibrium geometry, computed with ωB97M-V with the def2-TZVPD basis set.

Computed properties:
ΔE to the lowest compared entry with this formula, charge and spin, kJ/mol: 732.4
Electronic energy, a.u.: -5344.3743
Kohn-Sham gap, hartree: 0.359
E_LUMO, eV: -0.483
Total charge: 0

Positions of all 182 atoms, in Å:
C -1.420 -2.702 -6.375
C -1.264 -3.799 -5.425
C -2.403 -4.775 -5.146
O -1.871 -6.042 -5.292
C -0.574 -5.967 -5.719
O 0.165 -6.897 -5.991
O -0.242 -4.680 -5.869
H -2.169 -1.981 -6.046
H -1.619 -3.186 -7.331
H -0.509 -2.114 -6.484
H -0.904 -3.374 -4.488
H -3.257 -4.648 -5.812
H -2.772 -4.653 -4.128
C -0.651 4.529 -8.058
C -2.197 4.741 -8.012
C -2.999 3.828 -7.095
O -3.671 4.772 -6.288
C -3.374 5.995 -6.557
O -3.940 6.937 -6.046
O -2.335 5.958 -7.375
H -0.301 5.396 -8.618
H -0.285 3.636 -8.564
H -0.199 4.535 -7.066
H -2.551 4.765 -9.043
H -2.236 3.265 -6.557
H -3.680 3.205 -7.674
C 9.124 3.374 -0.175
C 10.270 2.866 0.791
C 10.059 1.545 1.542
O 11.158 0.785 1.192
C 11.894 1.477 0.297
O 13.031 1.191 -0.031
O 11.386 2.613 0.018
H 8.158 3.383 0.330
H 8.954 2.813 -1.094
H 9.293 4.397 -0.512
H 10.559 3.624 1.520
H 9.111 1.143 1.187
H 9.940 1.748 2.606
C -5.500 5.753 1.919
C -6.516 6.684 1.331
C -6.831 6.587 -0.164
O -8.229 6.625 -0.141
C -8.708 6.524 1.104
O -9.898 6.441 1.370
O -7.709 6.411 1.954
H -5.660 4.741 1.548
H -5.424 5.763 3.006
H -4.503 6.090 1.633
H -6.239 7.713 1.559
H -6.547 5.623 -0.586
H -6.479 7.447 -0.734
C -0.841 -0.014 0.024
C -0.554 0.845 -1.206
C -0.934 2.316 -0.993
O 0.199 2.980 -1.533
C 1.211 2.056 -1.797
O 2.391 2.347 -2.044
O 0.816 0.834 -1.427
H -1.912 -0.094 0.211
H -0.305 0.373 0.891
H -0.466 -1.027 -0.118
H -0.979 0.464 -2.134
H -0.966 2.428 0.091
H -1.909 2.539 -1.425
C 1.007 2.896 5.369
C 2.372 2.611 5.827
C 2.541 1.343 6.655
O 3.195 0.480 5.769
C 3.550 1.076 4.635
O 4.061 0.540 3.692
O 3.028 2.304 4.637
H 0.469 2.022 5.000
H 0.912 3.679 4.617
H 0.390 3.146 6.232
H 2.707 3.490 6.377
H 1.643 0.822 6.989
H 3.141 1.503 7.551
C -4.183 -12.178 -0.549
C -3.174 -11.337 0.161
C -1.921 -11.052 -0.647
O -1.545 -9.790 -0.178
C -2.675 -9.148 0.201
O -2.789 -7.979 0.412
O -3.647 -10.000 0.321
H -3.814 -13.179 -0.771
H -4.426 -11.815 -1.548
H -5.113 -12.212 0.019
H -2.928 -11.816 1.109
H -2.154 -11.024 -1.712
H -1.106 -11.726 -0.384
C -11.145 0.183 -1.412
C -10.169 0.453 -2.557
C -9.301 1.716 -2.451
O -7.963 1.293 -2.481
C -7.908 -0.035 -2.536
O -6.849 -0.656 -2.574
O -9.110 -0.585 -2.379
H -10.770 0.447 -0.424
H -11.446 -0.865 -1.420
H -12.075 0.717 -1.610
H -10.658 0.391 -3.529
H -9.405 2.248 -1.505
H -9.472 2.376 -3.302
C 3.222 -6.370 3.151
C 3.434 -7.535 4.171
C 2.329 -8.559 4.522
O 2.871 -9.751 4.014
C 4.141 -9.577 3.581
O 4.882 -10.454 3.168
O 4.485 -8.293 3.662
H 2.519 -5.655 3.579
H 2.806 -6.759 2.222
H 4.105 -5.763 2.949
H 3.801 -7.067 5.084
H 1.373 -8.367 4.035
H 2.161 -8.612 5.597
C -9.450 1.408 7.994
C -9.350 0.670 6.636
C -9.732 1.481 5.387
O -8.623 1.324 4.505
C -7.614 0.718 5.193
O -6.535 0.463 4.708
O -7.991 0.375 6.409
H -9.032 0.865 8.842
H -10.521 1.426 8.196
H -8.905 2.352 7.968
H -9.881 -0.281 6.673
H -9.951 2.518 5.644
H -10.665 1.005 5.085
C 3.981 7.503 1.528
C 4.943 8.672 1.871
C 5.153 8.927 3.353
O 6.573 9.114 3.420
C 7.144 8.597 2.330
O 8.360 8.446 2.178
O 6.214 8.182 1.470
H 2.963 7.675 1.879
H 4.370 6.578 1.953
H 3.932 7.282 0.462
H 4.762 9.583 1.300
H 4.764 8.106 3.955
H 4.661 9.847 3.671
C 5.323 -3.228 -2.955
C 6.588 -2.463 -2.431
C 7.724 -3.404 -1.945
O 8.854 -3.140 -2.784
C 8.511 -2.138 -3.642
O 9.263 -1.616 -4.464
O 7.235 -1.850 -3.565
H 4.610 -2.614 -3.505
H 4.878 -3.532 -2.007
H 5.609 -4.109 -3.530
H 6.377 -1.658 -1.726
H 7.474 -4.457 -2.080
H 7.985 -3.214 -0.904
C -2.155 -4.146 6.414
C -3.078 -5.076 7.157
C -4.561 -5.032 6.765
O -4.906 -6.419 6.851
C -3.838 -7.173 6.942
O -3.812 -8.417 7.104
O -2.724 -6.411 6.941
H -1.153 -4.253 6.830
H -2.466 -3.108 6.528
H -2.206 -4.260 5.331
H -2.997 -4.907 8.231
H -4.767 -4.591 5.790
H -5.159 -4.430 7.449
C 6.604 5.184 -7.131
C 7.888 4.337 -6.797
C 8.426 3.476 -7.948
O 9.701 4.069 -8.213
C 9.933 5.109 -7.388
O 10.901 5.862 -7.398
O 8.932 5.274 -6.586
H 6.806 5.865 -7.957
H 6.131 5.670 -6.278
H 5.857 4.504 -7.540
H 7.772 3.707 -5.916
H 7.784 3.612 -8.819
H 8.502 2.412 -7.721